81
Properties=species:S:1:pos:R:3:forces:R:3 method="wB97M-V/def2-TZVPD" orbital_gap_ha="0.219 / 0.227" spin_multiplicity=3 charge=+1 e_above_lowest_kcal_mol=36.2 e_lumo_ev="-4.15 / -4.23"
Mo -0.565 -0.299 -0.553 -1.41 -0.48 -0.48
O -0.750 0.754 4.737 -0.26 -0.01 0.15
C 0.453 0.144 4.585 0.40 -0.19 -0.07
C 1.200 -0.088 5.735 -0.21 0.08 -0.12
C 2.403 -0.761 5.659 -0.05 0.00 -0.02
C 2.903 -1.172 4.432 0.12 0.01 -0.08
C 2.182 -0.919 3.280 -0.08 -0.04 0.02
C 0.951 -0.282 3.346 -0.26 0.24 -0.31
C 0.029 -0.244 2.146 -0.77 -0.64 0.90
O 0.562 -0.605 0.928 1.31 -0.51 0.44
N -0.611 1.065 1.989 0.21 0.45 0.69
N -1.180 1.155 0.722 -1.34 2.95 0.66
C -1.690 2.343 0.425 0.94 -1.44 1.27
C -2.164 2.713 -0.837 -0.47 0.32 -2.00
Br -1.701 1.416 -2.255 -0.50 0.97 0.45
C -2.787 3.869 -1.220 0.71 -1.20 0.16
C -3.360 4.829 -0.320 -0.26 0.56 0.55
C -3.481 6.171 -0.717 0.08 -0.30 -0.02
C -3.999 7.116 0.145 -0.02 0.08 0.03
C -4.433 6.745 1.411 0.11 -0.08 -0.07
C -4.361 5.416 1.801 -0.03 0.09 0.15
C -3.834 4.467 0.950 0.01 -0.02 -0.26
H -1.218 0.824 3.893 0.15 0.06 0.01
H 0.788 0.239 6.678 0.00 0.00 0.11
H 2.938 -0.986 6.568 0.12 0.04 0.08
H 3.842 -1.702 4.374 0.08 -0.01 0.01
H 2.540 -1.252 2.315 0.02 -0.01 -0.04
H -0.785 -0.966 2.387 0.29 0.42 -0.09
H 0.067 1.817 2.144 -0.15 -0.20 -0.18
H -1.644 3.134 1.173 -0.05 -0.21 0.04
H -2.840 4.091 -2.277 -0.07 -0.08 -0.12
H -3.147 6.464 -1.701 0.05 0.04 -0.12
H -4.068 8.146 -0.171 -0.01 0.06 -0.01
H -4.830 7.486 2.087 -0.08 0.06 0.03
H -4.728 5.115 2.770 -0.05 -0.01 0.08
H -3.847 3.427 1.236 -0.05 -0.10 0.08
C 7.092 -2.072 -0.854 0.05 -0.03 -0.03
C 5.819 -1.297 -0.923 -0.18 0.11 0.06
C 5.802 0.009 -1.408 -0.12 -0.02 0.05
C 4.606 0.685 -1.582 0.00 0.18 -0.12
C 3.424 0.054 -1.242 -0.52 -0.03 -0.20
C 3.419 -1.215 -0.688 -0.12 -0.25 0.14
C 4.617 -1.886 -0.534 -0.03 0.14 -0.01
S 1.866 0.727 -1.750 0.06 -0.29 -0.51
O 2.005 1.407 -2.999 0.42 -0.06 -0.15
O 1.187 1.486 -0.706 -0.12 -0.26 0.34
N 0.886 -0.587 -1.888 1.76 0.89 0.13
C 0.740 -1.289 -3.046 0.16 -0.64 -1.38
C 1.665 -1.470 -4.062 -0.42 0.18 0.81
C 1.309 -2.230 -5.178 -0.42 -0.35 -0.29
C 0.057 -2.785 -5.307 0.40 0.08 -0.12
C -0.912 -2.602 -4.303 0.02 0.15 0.45
C -2.222 -3.117 -4.343 0.03 0.20 0.38
C -3.064 -2.867 -3.286 0.10 -0.13 -0.42
C -2.633 -2.084 -2.217 0.18 0.16 0.24
N -1.405 -1.582 -2.133 -0.72 -0.52 -0.22
C -0.554 -1.854 -3.157 0.54 -0.09 -0.75
H 7.946 -1.412 -0.744 0.15 0.04 0.06
H 7.227 -2.637 -1.775 0.05 -0.07 -0.08
H 7.071 -2.781 -0.033 0.08 -0.07 0.10
H 6.731 0.489 -1.674 0.08 0.06 -0.05
H 4.572 1.678 -2.002 0.11 0.08 -0.11
H 2.475 -1.669 -0.407 0.18 -0.05 -0.02
H 4.619 -2.888 -0.131 0.01 -0.10 0.06
H 2.646 -1.027 -3.987 0.07 0.02 -0.02
H 2.044 -2.388 -5.952 0.03 0.00 -0.10
H -0.193 -3.371 -6.176 -0.05 -0.08 -0.15
H -2.542 -3.688 -5.198 -0.09 -0.17 -0.12
H -4.064 -3.268 -3.256 -0.13 0.02 -0.06
H -3.312 -1.874 -1.401 0.11 0.01 -0.01
C -2.996 -3.512 2.254 -0.12 0.07 0.02
C -3.554 -2.255 2.080 -0.03 -0.14 0.04
C -2.979 -1.352 1.196 0.11 0.41 -0.33
C -1.826 -1.664 0.466 -0.41 -0.42 0.52
C -1.327 -2.961 0.627 0.32 0.18 -0.29
C -1.882 -3.870 1.511 0.01 0.08 -0.10
H -3.431 -4.212 2.951 -0.04 -0.03 0.08
H -4.429 -1.963 2.643 -0.07 -0.02 0.02
H -3.445 -0.377 1.081 0.06 0.02 0.07
H -0.452 -3.256 0.051 0.02 -0.06 0.09
H -1.439 -4.848 1.619 0.01 -0.11 0.02